1.
3 unconnected molecules or ions with the total composition C6H14O2. Source: the OMol25 dataset; level of theory: wB97M-V/def2-TZVPD.

Structure (XYZ):
```
22
Properties=species:S:1:pos:R:3:forces:R:3:mulliken_charge:R:1
C -2.3694 -0.4773 -1.5082 2.30 4.73 -0.19 -1.228
C -1.7974 1.1104 -1.2103 -0.90 -2.57 -3.10 -0.633
C -0.6328 1.0684 -0.3405 -0.56 0.92 1.53 -0.320
C 0.6134 0.6660 -0.4930 -0.53 -0.61 -2.17 0.096
C 1.5812 0.4961 0.5279 1.25 0.09 2.07 0.050
C 1.1453 0.7982 1.7461 2.11 -0.02 2.19 -0.895
H -1.8039 -0.8631 -2.2816 1.33 -0.98 -1.46 0.334
H -3.3098 -0.3093 -1.8569 -2.90 0.02 -0.75 0.404
H -2.2995 -1.0453 -0.6697 0.00 -1.59 2.48 0.428
H -2.7203 1.5758 -0.8234 0.99 0.41 -0.02 0.319
H -1.4767 1.5237 -2.2328 -0.94 -0.43 1.32 0.241
H -0.8829 1.4236 0.6465 -0.08 -0.01 0.23 0.158
H 0.9561 0.2761 -1.4157 -0.05 -0.17 -1.32 0.336
H 2.6161 0.1156 0.2691 -1.46 0.48 0.53 0.273
H 0.2252 1.2245 1.9751 -1.88 0.40 -0.62 0.196
H 1.5638 0.8202 2.7578 1.34 -0.68 -0.73 0.241
H 7.2104 1.7287 -0.6032 -0.54 1.51 -0.62 0.311
H 6.4386 0.5656 0.0516 -1.68 -0.20 0.35 0.314
O 7.2687 0.8844 -0.2188 2.21 -1.31 0.27 -0.625
H -4.5740 -4.4857 1.7100 1.03 0.79 -0.03 0.323
H -3.9680 -3.2044 2.2937 -0.23 0.78 0.72 0.314
O -3.7841 -3.8922 1.6761 -0.80 -1.56 -0.69 -0.635
```
Forces are in eV/Å.

Computed properties:
- multiplicity = 1
- energy (Ha) = -387.3679
- E_LUMO (hartree) = 0.0242
- relative energy (zero: lowest compared OMol25 entry of this formula, charge and spin) (kcal per mole) = 87.6
- Kohn-Sham gap (eV) = 8.88

---

2.
A molecular structure, C37H52BN10NaO2S6. Source: the OMol25 dataset; level of theory: wB97M-V/def2-TZVPD.

Structure (XYZ):
```
109
Properties=species:S:1:pos:R:3:forces:R:3:mulliken_charge:R:1
Na 1.4523 1.8281 2.2475 -0.54 -0.06 -1.19 0.782
C -2.5942 3.8355 -0.9246 0.06 -0.03 -0.04 -1.301
C -2.3457 2.4883 -1.5217 0.02 0.05 0.05 -0.922
C -2.7765 2.1227 -2.7377 -0.05 -0.10 -0.05 -0.767
C -2.3709 0.8613 -3.3438 -0.07 0.15 -0.01 -0.201
N -1.4235 0.1552 -2.8166 -0.12 -0.24 0.10 -0.201
N -0.9805 0.5067 -1.6195 0.31 0.24 0.03 0.314
B 0.3619 0.3083 -0.9584 -0.29 0.09 -0.21 -0.834
N 0.2514 -1.0346 -0.0366 0.26 0.17 0.06 0.218
N -0.8344 -1.7309 -0.3455 -0.02 0.13 -0.19 0.577
C -1.1722 -2.7760 0.3340 -0.08 -0.18 0.16 -0.090
C -0.3888 -3.2093 1.4268 -0.06 -0.09 -0.03 -0.866
C 0.7552 -2.5480 1.7297 0.09 0.04 -0.03 0.154
C 1.6140 -2.9601 2.8814 0.03 0.02 -0.01 -1.825
C 1.1245 -1.4113 0.9240 -0.05 0.02 0.13 0.821
S 2.5907 -0.5932 1.1909 -0.10 0.08 -0.11 -0.248
C -2.4924 -3.4251 -0.0453 0.02 -0.09 -0.02 2.874
C -2.2898 -4.9295 -0.2684 -0.02 0.03 0.00 -1.865
C -3.0442 -2.7834 -1.3175 0.01 0.03 0.00 -1.870
C -3.4825 -3.1858 1.1010 -0.02 0.02 0.06 -1.797
N 1.5888 0.0301 -1.9015 -0.08 -0.10 0.06 0.262
N 1.2665 -1.0934 -2.5680 0.03 0.07 0.11 0.313
C 2.1114 -1.6714 -3.3515 0.05 -0.02 -0.03 0.216
C 3.4329 -1.1650 -3.4743 0.00 -0.08 -0.03 -0.907
C 3.7851 -0.0438 -2.8084 0.02 0.12 0.00 0.452
C 5.1883 0.4698 -2.8486 -0.03 0.00 0.01 -1.804
C 2.7921 0.6603 -2.0092 0.00 0.01 -0.01 0.580
S 3.1706 2.1207 -1.2790 0.02 -0.09 0.00 -0.373
C 1.6287 -2.9063 -4.0995 -0.01 0.04 -0.03 2.676
C 1.6143 -2.5927 -5.6025 0.02 0.01 0.02 -1.732
C 0.2168 -3.2795 -3.6453 0.00 0.01 0.02 -1.555
C 2.5780 -4.0804 -3.8339 0.00 -0.02 0.03 -1.977
C -1.6270 1.4641 -0.7084 -0.10 -0.07 0.17 1.773
S 0.0701 1.9979 -0.0812 0.10 -0.25 0.08 -0.705
C -2.8828 0.3727 -4.7013 -0.03 0.03 0.01 2.607
C -3.8247 1.3850 -5.3550 -0.01 -0.01 -0.01 -2.561
C -1.6999 0.1237 -5.6441 0.03 0.02 0.04 -1.375
C -3.6419 -0.9446 -4.5025 -0.01 -0.02 0.00 -1.344
H -3.1339 4.4807 -1.6214 -0.02 0.00 0.01 0.401
H -3.1612 3.7306 0.0019 -0.01 -0.01 0.00 0.108
H -1.6393 4.3076 -0.6737 -0.02 0.02 -0.01 0.267
H -3.3975 2.8112 -3.2995 0.05 0.01 -0.03 0.343
H -0.6966 -4.0585 2.0274 -0.03 0.04 0.01 0.191
H 1.1060 -3.7187 3.4781 0.01 -0.01 -0.01 0.398
H 2.5720 -3.3480 2.5282 0.00 0.02 0.00 0.326
H 1.8508 -2.0976 3.5048 -0.01 0.00 0.01 0.258
H -1.5644 -5.1050 -1.0672 -0.01 -0.01 0.00 0.255
H -1.9339 -5.4354 0.6332 0.00 0.02 -0.01 0.357
H -3.2373 -5.3912 -0.5593 0.01 -0.01 0.00 0.472
H -2.3389 -2.8867 -2.1440 -0.01 -0.02 0.00 0.004
H -3.9865 -3.2712 -1.5869 -0.01 0.01 0.00 0.545
H -3.2113 -1.7134 -1.1691 0.00 -0.06 0.01 0.169
H -3.1226 -3.6121 2.0421 0.00 0.01 -0.01 0.344
H -3.6272 -2.1109 1.2381 0.01 -0.01 -0.01 0.199
H -4.4479 -3.6434 0.8652 0.00 0.00 0.00 0.521
H 4.1712 -1.6968 -4.0651 -0.02 0.01 -0.02 0.247
H 5.8085 -0.1721 -3.4773 0.00 0.01 0.00 0.358
H 5.2166 1.4963 -3.2141 -0.01 0.00 0.00 0.335
H 5.5940 0.4983 -1.8356 0.00 0.02 -0.01 0.325
H 0.9186 -1.7799 -5.8155 -0.01 0.00 -0.01 0.265
H 2.6050 -2.2924 -5.9544 -0.01 -0.01 0.00 0.354
H 1.3009 -3.4731 -6.1710 0.01 0.00 0.01 0.467
H -0.4561 -2.4214 -3.6993 0.02 -0.03 -0.01 -0.232
H -0.1656 -4.0897 -4.2737 0.01 -0.01 0.01 0.522
H 0.2181 -3.6103 -2.6037 -0.01 0.03 -0.02 0.245
H 3.5772 -3.9000 -4.2375 -0.01 0.01 0.01 0.374
H 2.6721 -4.2632 -2.7612 -0.01 -0.01 -0.01 0.353
H 2.1872 -4.9870 -4.3037 0.01 0.00 -0.01 0.455
H -3.3279 2.3439 -5.5179 0.00 0.00 -0.02 0.445
H -4.1545 1.0047 -6.3266 0.00 0.00 0.01 0.441
H -4.7113 1.5601 -4.7413 0.01 0.00 0.00 0.434
H -1.1920 1.0631 -5.8785 0.01 -0.01 0.01 0.388
H -0.9780 -0.5337 -5.1601 -0.01 -0.01 -0.01 -0.113
H -2.0379 -0.3353 -6.5801 0.00 0.01 0.00 0.424
H -4.5074 -0.7962 -3.8518 0.02 -0.01 0.01 0.387
H -3.9890 -1.3465 -5.4621 -0.01 0.02 0.01 0.450
H -2.9903 -1.6778 -4.0261 -0.01 0.00 -0.02 0.036
O 4.6207 0.8661 4.9434 -0.03 0.02 -0.10 -0.708
C 4.5175 1.8361 5.8630 -0.03 0.01 0.01 0.235
C 5.5162 1.9215 6.8374 0.00 0.05 0.06 -0.729
C 5.4562 2.8942 7.8173 -0.02 0.00 -0.01 -0.235
C 4.4004 3.8023 7.8462 0.02 -0.03 -0.01 -0.784
C 3.4176 3.7251 6.8735 0.03 0.02 -0.02 -0.247
C 3.4567 2.7596 5.8702 -0.05 -0.10 0.01 0.312
C 2.3939 2.6919 4.8136 -0.03 -0.01 0.15 0.756
O 2.3837 1.6750 4.0305 0.76 0.19 1.16 -0.908
N 1.5570 3.7028 4.7948 -0.03 0.02 -0.08 -0.653
N 0.6918 3.6258 3.7094 0.13 -0.15 0.00 -0.095
C -0.3876 4.2691 3.8401 -0.01 -0.01 0.03 -0.032
S -1.5355 4.3898 2.5112 0.09 -0.02 0.02 0.032
C -2.9238 4.6659 3.6286 -0.01 -0.03 0.01 -0.630
C -2.4573 5.6562 4.6816 0.00 0.02 0.00 -0.519
S -0.8714 5.0744 5.3489 0.01 -0.01 -0.03 -0.130
H 3.8088 0.9612 4.3643 -0.04 -0.06 0.09 0.392
H 6.3273 1.2049 6.7998 -0.01 0.00 0.00 0.396
H 6.2380 2.9457 8.5671 0.00 0.00 0.00 0.342
H 4.3471 4.5597 8.6186 0.00 0.00 -0.01 0.371
H 2.5871 4.4187 6.8602 0.01 0.00 0.00 0.467
H -3.2061 3.7142 4.0797 -0.05 0.01 0.00 0.310
H -3.7575 5.0482 3.0402 -0.01 0.01 0.01 0.360
H -3.1614 5.7280 5.5123 0.00 -0.01 -0.01 0.367
H -2.3221 6.6431 4.2377 -0.04 0.02 0.01 0.259
N -1.6628 -0.9383 3.6971 0.21 -0.15 0.01 -0.506
N -0.9956 0.2357 4.1971 -0.12 0.06 -0.10 -0.484
H -1.5005 -1.0108 2.6933 -0.15 0.09 -0.03 0.156
H -2.6541 -0.7534 3.7862 -0.01 0.01 0.02 0.318
H -1.0611 0.9686 3.4943 0.00 0.15 -0.07 0.232
H -0.0131 0.0159 4.3126 -0.01 -0.05 0.05 0.284
S -2.7218 0.8079 0.6030 0.11 0.02 -0.22 -0.543
```
Forces are in eV/Å.

Computed properties:
- multiplicity = 1
- energy (Ha) = -4715.6059
- total charge = -2
- E_LUMO (hartree) = 0.1352
- relative energy (zero: lowest compared OMol25 entry of this formula, charge and spin) (kcal per mole) = 0.0
- Kohn-Sham gap (eV) = 4.98